1.
Formula: C3H6N2
Source: OMol25
Level of theory: ωB97M-V with the def2-TZVPD basis set

```
11
Properties=species:S:1:pos:R:3
C -0.596 1.205 1.402
N -0.370 1.325 0.155
N -0.504 0.166 -0.653
C 0.723 -0.382 -1.308
C 0.008 -1.097 -0.220
H -0.863 0.269 1.943
H -0.635 2.156 1.920
H 1.665 0.116 -1.035
H 0.574 -0.616 -2.348
H -0.570 -1.962 -0.553
H 0.567 -1.179 0.698
```

Results
* SMILES: C=NN1CC1
* LUMO energy: 1.169 eV
* net charge: 0
* ΔE to the lowest compared entry with this formula, charge and spin: 283.96 kJ/mol

=====

2.
Formula: C3H6N2
Source: OMol25
Level of theory: ωB97M-V with the def2-TZVPD basis set

```
11
Properties=species:S:1:pos:R:3
C 0.144 0.833 -0.664
C 0.776 0.377 -1.713
C -0.529 -1.901 1.660
N -1.302 0.028 2.674
N -0.795 -0.993 2.345
H -0.943 0.718 -0.300
H 0.624 1.365 0.048
H 1.877 0.404 -1.604
H 0.344 -0.357 -2.432
H -0.493 -2.907 1.392
H -0.783 0.382 3.425
```

Results
* LUMO energy: 1.041 eV
* net charge: 0
* ΔE to the lowest compared entry with this formula, charge and spin: 483.71 kJ/mol

=====

3.
Formula: C3H6N2
Source: OMol25
Level of theory: ωB97M-V with the def2-TZVPD basis set

```
11
Properties=species:S:1:pos:R:3
C 1.258 -0.073 0.154
C -0.154 -0.005 -0.458
N -0.979 -1.066 0.107
C -0.731 1.356 -0.274
N -1.160 2.290 0.263
H 1.886 0.717 -0.262
H 1.237 0.046 1.246
H 1.707 -1.046 -0.074
H -0.095 -0.162 -1.529
H -1.910 -1.055 -0.296
H -1.071 -0.984 1.117
```

Results
* SMILES: C[C@@H](N)C#N
* LUMO energy: 0.916 eV
* net charge: 0
* ΔE to the lowest compared entry with this formula, charge and spin: 52.45 kJ/mol

=====

Let's list HOMO energy in order: -9.26; -8.71; -10.30 eV.
Let's list calculated total energy in order: -227.3167; -227.2406; -227.4049 a.u..
Let's list orbital gap in order: 10.432; 9.753; 11.218 eV.